[1]
Entry from the OMol25 dataset: C8H9F2IN3 as an isolated structure in a non-equilibrium geometry (ωB97M-V with the def2-TZVPD basis set).

The geometry in XYZ format:
```
23
Properties=species:S:1:pos:R:3:forces:R:3
C 1.185246 0.138696 -1.478151 -0.416 -0.299 -0.302
C -0.099218 -0.290028 -1.261848 0.730 0.136 -0.446
C 0.711330 0.513578 0.637808 -0.041 -0.124 -0.158
C -0.600113 1.347792 2.582395 -0.109 -0.278 -0.133
C -1.737386 0.780129 2.167216 -0.343 0.996 1.009
C 0.754677 0.977612 2.049430 0.014 -0.059 0.251
C -1.131013 -0.857373 -2.151141 -0.156 -0.134 -0.048
C -1.764532 -1.572823 1.684139 0.858 -1.851 -0.086
N -0.319593 -0.060460 0.056590 -1.888 0.052 2.657
N 1.671455 0.630139 -0.290336 -0.214 0.026 0.147
N -1.964100 -0.219078 1.292137 1.435 0.565 -2.742
F -2.844370 -1.978843 2.359848 -0.187 0.383 0.061
F -0.693139 -1.724804 2.506405 0.004 0.164 0.002
I -3.691055 1.452777 2.718236 0.526 -0.042 0.012
H 1.779910 0.107815 -2.366732 0.105 0.045 -0.209
H -0.636153 2.155032 3.298219 -0.146 0.076 -0.030
H 1.163077 0.178200 2.682629 0.037 0.051 -0.062
H 1.428835 1.832993 2.128878 -0.044 -0.076 0.026
H -1.381422 -1.873161 -1.851242 -0.002 -0.113 -0.050
H -2.037417 -0.261035 -2.076252 -0.085 0.048 -0.089
H -0.797987 -0.871480 -3.183118 0.033 -0.001 -0.055
H -1.619573 -2.227051 0.812035 -0.067 0.424 0.199
H 2.586772 1.031337 -0.155312 -0.043 0.011 0.047
```
Forces are in eV/Å.

## Properties
Electronic energy, eV: -26438.530
LUMO, eV: -6.32
Gap between HOMO and LUMO, eV: 6.65
Total charge: +1
ΔE to the lowest compared entry with this formula, charge and spin, eV: 1.065



[2]
Entry from the OMol25 dataset: the molecule C8H9F3O in a non-equilibrium geometry (ωB97M-V with the def2-TZVPD basis set).

The geometry in XYZ format:
```
21
Properties=species:S:1:pos:R:3:forces:R:3
C 1.657026 1.010792 -3.174088 0.323 -2.306 -1.706
C 1.365712 -0.294967 -2.351696 0.083 0.110 -0.127
C 0.717627 0.116900 -1.058328 -1.158 1.302 -0.010
C 0.619117 -1.058650 -0.089399 2.274 -1.240 -2.144
C -0.036250 -0.754612 1.106131 -0.955 0.790 1.720
C -0.579948 -0.352473 2.101727 -1.332 0.318 -1.365
C -1.297947 0.085440 3.254621 3.567 -1.491 2.552
O -0.552424 0.035944 4.263246 -3.126 1.131 -1.410
C -2.856218 0.189200 3.344126 -0.560 1.006 0.566
F -3.459555 -0.294311 2.255716 0.381 0.274 0.036
F -3.223678 -0.548839 4.380468 -0.080 -0.273 0.199
F -3.361816 1.449933 3.586753 1.049 -1.156 -0.602
H 0.969559 1.752976 -2.896111 -0.879 1.148 0.502
H 1.432177 0.788528 -4.240238 0.270 0.260 0.489
H 2.674924 1.425982 -3.162157 -0.270 -0.431 0.428
H 2.261070 -0.828854 -2.043409 0.489 0.037 -0.396
H 0.735896 -1.092848 -2.840410 0.492 1.133 -0.021
H 1.327887 0.934075 -0.634745 -0.152 -0.417 0.196
H -0.264165 0.614446 -1.266086 0.489 -0.623 0.238
H 0.126156 -1.941082 -0.628084 0.838 1.007 0.827
H 1.744851 -1.237582 0.091962 -1.740 -0.577 0.029
```
Forces are in eV/Å.

## Properties
Electronic energy, eV: -18639.133
LUMO, eV: -0.69
Gap between HOMO and LUMO, eV: 9.53
ΔE to the lowest compared entry with this formula, charge and spin, eV: 1.618
SMILES string: CCCCC#CC(=O)C(F)(F)F



[3]
Entry from the OMol25 dataset: the molecule C8H9FIN in a non-equilibrium geometry (ωB97M-V with the def2-TZVPD basis set).

The geometry in XYZ format:
```
20
Properties=species:S:1:pos:R:3:forces:R:3
C 1.353785 0.341713 -1.913765 0.024 -0.028 -0.153
C 1.184741 -0.047959 -0.480697 -0.131 -0.044 0.176
C 2.290944 -0.488102 0.243793 -0.184 0.143 -0.289
N 2.269477 -0.827101 1.516491 0.459 -0.200 0.320
C 1.119223 -0.747496 2.157856 -0.368 0.052 0.109
C -0.057418 -0.340751 1.551377 0.053 -0.013 -0.217
C -0.038428 0.008454 0.202618 0.329 -0.026 0.069
C -1.290117 0.479200 -0.465828 -2.772 -0.426 1.427
C -2.721241 -0.068605 0.190837 2.534 0.982 -1.061
F -1.345377 0.124083 -1.772848 0.146 -0.121 -0.359
I -1.344808 2.686974 -0.386951 0.010 -0.380 -0.019
H 0.944214 -0.427519 -2.567265 0.001 0.045 -0.091
H 0.838264 1.274630 -2.138164 0.035 0.006 -0.041
H 2.409198 0.460937 -2.145463 0.070 0.017 -0.014
H 3.257522 -0.560361 -0.238294 0.053 0.048 -0.169
H 1.141308 -1.021899 3.203259 -0.104 -0.017 0.113
H -0.969396 -0.297646 2.123977 -0.075 0.006 0.065
H -3.509709 0.255363 -0.477927 -0.043 0.078 -0.047
H -2.864263 0.347110 1.177961 -0.055 0.051 0.147
H -2.667920 -1.151025 0.219034 0.019 -0.172 0.035
```
Forces are in eV/Å.

## Properties
Electronic energy, eV: -20750.052
LUMO, eV: -0.12
Gap between HOMO and LUMO, eV: 9.40
ΔE to the lowest compared entry with this formula, charge and spin, eV: 0.000
SMILES string: Cc1cnccc1[C@](C)(F)I



[4]
Entry from the OMol25 dataset: C8H9HfNO11Se as an isolated structure (ωB97M-V with the def2-TZVPD basis set).

The geometry in XYZ format:
```
31
Properties=species:S:1:pos:R:3:forces:R:3
Hf -0.316881 -0.275148 -1.028291 0.696 -0.437 -0.417
O 3.710084 -0.336441 0.981085 0.024 -0.118 0.108
C 2.483808 -0.488917 0.527357 -0.055 0.077 -0.010
O 1.928232 0.319860 -0.187000 -0.179 -0.204 -0.108
C 1.810866 -1.739057 1.039792 0.000 0.014 0.019
O 0.663126 -2.041900 0.266580 -0.156 0.202 -0.027
C 0.840913 -3.104436 -0.707482 0.093 0.022 -0.022
C 1.455735 -2.524908 -1.990111 0.046 -0.100 0.064
O 2.184056 -3.174036 -2.690938 -0.044 -0.007 0.047
O 1.075491 -1.286333 -2.187006 -0.458 0.213 0.176
H 4.072796 0.501167 0.657042 0.019 0.108 -0.055
H 2.512387 -2.572660 1.057958 -0.001 0.009 -0.011
H 1.485328 -1.531152 2.063140 -0.004 -0.007 -0.017
H 1.451379 -3.900522 -0.287297 -0.006 0.016 0.001
H -0.163604 -3.472973 -0.916921 0.022 -0.025 0.004
O -0.210571 1.867974 -1.352471 -0.019 -0.085 -0.068
C -0.548006 2.144149 -0.159406 -0.117 -0.070 0.179
C -1.051398 3.446903 0.378542 0.017 -0.030 -0.029
C -1.425584 3.069353 1.814647 -0.092 -0.025 -0.007
C -0.986914 1.613839 1.969161 0.227 0.076 0.075
O -0.975003 0.966670 2.978913 -0.088 -0.027 -0.022
N -0.519745 1.159353 0.729217 -0.097 -0.158 -0.148
H -1.891668 3.774126 -0.232863 0.005 -0.001 -0.004
H -0.270089 4.204270 0.307868 0.001 -0.002 -0.007
H -2.501646 3.104702 1.982244 -0.007 0.027 0.003
H -0.949407 3.679749 2.579129 0.009 -0.019 -0.003
O -1.668987 -0.480142 -2.643952 0.175 0.221 0.292
Se -2.966064 -0.681278 -1.553770 0.400 -0.100 0.043
O -3.114250 0.780056 -0.901341 -0.392 0.320 0.132
O -1.933458 -1.476443 -0.425753 0.292 0.288 -0.065
O -4.180926 -1.545824 -2.068071 -0.311 -0.179 -0.125
```
Forces are in eV/Å.

## Properties
Electronic energy, eV: -99110.895
LUMO, eV: -0.21
Gap between HOMO and LUMO, eV: 10.32



[5]
Entry from the OMol25 dataset: C8H9IrNO6 as an isolated structure in a non-equilibrium geometry (ωB97M-V with the def2-TZVPD basis set).

The geometry in XYZ format:
```
25
Properties=species:S:1:pos:R:3:forces:R:3
Ir 0.362126 -0.355778 0.894811 -0.242 0.110 -0.031
O 0.352945 2.723969 0.419577 -0.175 -4.559 0.895
C 0.349981 1.615058 0.762939 0.437 7.472 0.537
C 0.279452 -2.269522 0.344428 0.071 -6.952 -0.504
O 0.215283 -3.292057 -0.196962 0.120 4.081 1.365
C 2.036860 -0.268776 -0.125213 5.199 0.075 -3.547
O 3.029712 -0.231972 -0.713585 -3.226 -0.103 2.303
C -1.555534 -0.284519 0.503853 -6.176 0.031 -1.780
O -2.692140 -0.286305 0.290757 3.992 0.022 1.168
C -0.240540 0.981661 -3.885158 -0.020 4.245 0.041
H -1.164439 1.532576 -3.675121 0.278 -0.101 -0.023
H 0.685041 1.565177 -3.985552 -0.337 -0.184 0.021
C -0.254492 -0.347780 -4.067262 0.065 -4.026 -0.254
H 0.674352 -0.899528 -4.235383 -0.240 0.063 -0.157
H -1.177503 -0.924485 -3.963408 0.168 0.102 -0.267
N 0.715115 -1.787288 5.182415 -0.120 -0.395 0.071
C 0.090459 -0.428647 5.230982 0.050 0.084 0.003
C -0.089376 -0.003693 3.776985 -1.046 2.343 0.524
O -0.688798 1.016927 3.446487 1.017 -2.055 0.170
O 0.492701 -0.864972 2.970833 -0.088 -0.046 -1.256
H -0.012962 -2.481644 4.975086 0.265 -0.068 0.171
H 1.174072 -2.055902 6.053809 0.097 -0.004 0.110
H 1.368973 -1.805146 4.378862 -0.080 -0.232 0.708
H -0.864968 -0.479142 5.757899 0.094 0.082 -0.104
H 0.756279 0.253488 5.766820 -0.104 0.013 -0.162
```
Forces are in eV/Å.

## Properties
Electronic energy, eV: -25018.494
LUMO (spin up / spin down), eV: -10.99 / -15.41
Multiplicity: 5
Gap between HOMO and LUMO (spin up / spin down), eV: 6.08 / 5.09
Total charge: +3



[6]
Entry from the OMol25 dataset: C8H9N as an isolated structure in a non-equilibrium geometry (ωB97M-V with the def2-TZVPD basis set).

The geometry in XYZ format:
```
18
Properties=species:S:1:pos:R:3:forces:R:3
C 0.862727 -1.536437 0.864613 0.248 -0.404 -0.316
C 0.589417 1.424710 1.282582 -0.372 0.217 0.037
C 0.284357 -1.494049 -0.346386 0.355 0.184 0.087
C -0.637201 1.062543 0.490311 0.105 -0.112 -0.004
C -1.018774 -1.049161 -0.927932 -0.517 -0.423 -0.104
C 1.851653 -0.403347 0.611896 -0.839 -0.266 -2.579
C 1.040477 -0.312642 -0.876636 1.233 -0.173 2.132
C -0.344336 0.367686 -0.851098 0.028 0.384 -0.091
N 1.665964 0.778182 1.368170 0.330 0.522 0.725
H 0.677891 -2.078297 1.772709 -0.313 -0.010 0.297
H 0.528343 2.329451 1.876682 -0.027 0.197 0.099
H -1.202454 0.369471 1.123512 -0.085 0.082 -0.013
H -1.256080 1.947621 0.337675 0.003 -0.052 0.066
H -1.161874 -1.355171 -1.962494 -0.006 -0.015 -0.068
H -1.925756 -1.225568 -0.352072 -0.095 0.063 0.010
H 2.912043 -0.646074 0.551971 -0.033 -0.012 -0.013
H 1.635139 -0.266870 -1.774896 0.016 -0.145 -0.270
H -0.547704 1.032301 -1.692301 -0.030 -0.035 0.007
```
Forces are in eV/Å.

## Properties
Electronic energy, eV: -9928.023
LUMO, eV: 1.02
Gap between HOMO and LUMO, eV: 9.47
ΔE to the lowest compared entry with this formula, charge and spin, eV: 3.570



Among the records above, which one has the lowest electronic energy? C8H9HfNO11Se